Entry 1:
The following is a DFT calculation (ωB97M-V/def2-TZVPD) of a cluster of 2 separate species, C5H9NO in total.

CARTESIAN COORDINATES (ANGSTROEM)
O  -1.390  0.270  0.305
N  -0.835  -2.870  1.355
C  0.757  0.366  1.461
C  -1.393  1.485  -0.125
C  -0.459  -0.348  0.997
C  -0.695  -1.728  1.190
C  0.716  -0.547  -1.854
H  0.187  -1.492  -1.707
H  1.630  -0.549  -1.252
H  -0.572  2.155  0.098
H  1.196  0.987  0.664
H  1.511  -0.362  1.772
H  0.971  -0.422  -2.907
H  0.543  1.025  2.315
H  -2.237  1.741  -0.750
H  0.072  0.289  -1.561

2S+1: 1
Frontier orbital gap (spin up / spin down) in eV: 7.877 / 8.161
ΔE to the lowest compared entry with this formula, charge and spin in eV: 4.263
LUMO (spin up / spin down) in eV: -0.2 / 0.1

Here are the Löwdin charges for atoms 1 to 6, given in e: number 1, O, carries -0.04; number 2, N, carries 0.15; number 3, C, carries -0.04; number 4, C, carries -0.01; number 5, C, carries -0.36; number 6, C, carries -0.18

---

Entry 2:
The following is a DFT calculation (ωB97M-V/def2-TZVPD) of the ion C8H21NPS2 with charge -1.

CARTESIAN COORDINATES (ANGSTROEM)
S  0.193  -1.153  -1.534
S  1.223  -1.875  1.206
P  -4.654  0.972  0.103
N  2.556  -0.575  -0.745
C  -3.434  -0.507  0.421
C  1.398  -1.202  -0.279
C  4.332  -0.295  1.086
C  2.433  0.873  -1.003
C  -1.996  -0.273  -0.029
C  -1.372  -1.495  -0.697
C  1.755  1.667  0.108
C  3.832  -1.004  -0.171
H  4.326  0.789  0.966
H  2.188  1.466  1.087
H  3.441  1.241  -1.201
H  0.690  1.435  0.152
H  3.748  -2.074  0.017
H  3.740  -0.565  1.958
H  -1.202  -2.312  0.004
H  -5.679  0.211  0.858
H  -1.360  0.017  0.813
H  -2.023  -1.865  -1.493
H  1.855  2.734  -0.102
H  -3.857  -1.385  -0.084
H  5.369  -0.591  1.265
H  1.867  1.013  -1.925
H  4.577  -0.873  -0.964
H  -3.474  -0.696  1.500
H  -1.968  0.565  -0.739
H  -4.183  1.619  1.373
H  -3.614  1.719  -0.658
H  -5.595  2.079  -0.117
H  -5.115  0.338  -1.180

2S+1: 1
Total charge: -1
Frontier orbital gap in eV: 5.627
LUMO in eV: 2.6

Here are the Löwdin charges for atoms 1 to 6, given in e: number 1, S, carries 0.94; number 2, S, carries 0.67; number 3, P, carries 0.12; number 4, N, carries -0.24; number 5, C, carries -0.45; number 6, C, carries -1.12

---

Entry 3:
The following is a DFT calculation (ωB97M-V/def2-TZVPD) of a structure of composition C58H108F30N11O20S10 in a non-equilibrium geometry.

CARTESIAN COORDINATES (ANGSTROEM)
S  -1.991  -3.324  -3.836
S  4.992  -2.269  4.977
S  -3.547  4.456  -1.488
S  -8.790  -2.969  -0.375
S  -6.587  -1.557  0.553
S  4.044  2.759  -4.193
S  -0.600  -1.143  -5.142
S  3.470  -2.805  2.702
S  -1.686  6.081  -0.018
S  4.713  1.395  -1.821
F  -3.840  5.557  -3.868
F  3.963  -4.614  1.029
F  -4.195  3.435  -3.719
F  -2.121  -4.745  -1.747
F  6.135  -0.719  -1.701
F  -11.117  -1.643  0.181
F  -5.768  0.619  -0.603
F  3.949  0.068  5.071
F  -3.992  6.545  1.136
F  -2.494  0.639  -5.144
F  -3.208  8.188  -0.088
F  3.431  2.190  -6.601
F  3.034  0.524  -5.250
F  -2.098  -2.773  -1.061
F  -0.249  -3.516  -1.848
F  1.723  2.243  -5.182
F  4.202  -1.072  -2.767
F  3.250  -1.229  6.686
F  -5.017  -1.148  -1.748
F  -2.682  -0.925  -6.564
F  -1.128  0.661  -6.885
F  -2.212  7.689  1.833
F  -4.157  -0.699  0.182
F  5.943  -0.077  -3.761
F  5.694  -4.155  2.234
F  5.243  -0.390  6.665
F  4.165  -5.447  3.077
F  -10.177  -1.005  -1.713
F  -2.125  4.202  -3.653
F  -11.050  -3.047  -1.473
O  3.570  4.104  -4.308
O  -2.872  3.255  -1.035
O  5.387  -3.161  6.042
O  -5.785  -2.560  1.224
O  -0.663  7.015  -0.351
O  4.073  0.914  -0.599
O  -4.933  4.709  -1.269
O  5.976  -1.588  4.162
O  -8.985  -3.167  1.068
O  0.188  -0.122  -4.490
O  5.889  2.196  -1.805
O  2.060  -3.125  2.531
O  -1.313  5.014  0.855
O  -7.124  -0.536  1.399
O  -1.164  -4.402  -4.321
O  -8.709  -4.058  -1.265
O  5.335  2.470  -4.755
O  4.053  -1.876  1.865
O  -0.044  -1.943  -6.196
O  -3.454  -3.306  -3.837
N  -1.368  -1.864  -4.061
N  3.594  2.025  -2.782
N  -2.569  5.732  -1.284
N  -0.624  1.023  -0.656
N  -8.435  -2.833  4.627
N  -0.626  -2.090  4.288
N  3.105  -4.114  -5.318
N  -7.536  -2.020  -0.543
N  7.737  1.238  1.551
N  3.747  -2.696  4.221
N  0.914  6.802  -3.715
C  3.117  7.112  -2.719
C  0.223  6.534  -4.982
C  0.032  0.245  5.033
C  -1.573  -3.532  -2.040
C  -2.895  7.178  0.775
C  -6.923  -4.737  4.260
C  -9.185  -3.406  5.764
C  -3.441  4.458  -3.289
C  1.351  1.024  0.665
C  2.328  -3.863  -6.588
C  -8.065  -3.932  3.653
C  -9.064  -2.742  7.117
C  0.192  7.898  -2.935
C  2.922  -2.603  -7.118
C  -0.736  -3.666  6.164
C  -1.766  -0.138  -6.035
C  8.291  1.089  0.161
C  5.306  -0.199  -2.599
C  -2.910  1.832  2.257
C  -5.354  -0.647  -0.629
C  8.620  2.226  2.278
C  -9.910  -3.657  8.106
C  -1.372  0.549  -1.972
C  0.434  -1.136  4.701
C  -6.975  -2.428  4.902
C  0.130  2.314  -0.927
C  1.196  2.463  0.111
C  -10.377  -2.071  -0.834
C  -0.888  -1.955  2.827
C  4.363  2.506  2.966
C  -1.836  -1.814  5.104
C  4.495  -3.633  -5.635
C  1.659  -6.092  -4.815
C  3.087  -5.567  -4.983
C  9.224  -0.624  1.590
C  -1.486  -2.310  6.506
C  -6.124  -3.690  5.074
C  6.334  1.699  1.600
C  4.292  -0.876  5.945
C  -9.267  -1.755  4.014
C  1.721  -7.559  -4.349
C  -0.336  -3.559  4.694
C  5.794  1.992  3.021
C  1.203  1.100  5.492
C  2.471  -3.208  -4.269
C  2.948  1.892  -5.388
C  -1.695  1.000  0.378
C  7.900  -0.139  2.202
C  2.363  6.040  -1.888
C  2.355  7.178  -3.987
C  -1.549  1.918  1.595
C  -0.001  5.070  -6.968
C  1.133  5.596  -2.732
C  9.428  0.144  0.282
C  0.637  5.203  -5.597
C  4.372  -2.440  -6.546
C  4.355  -4.393  2.271
C  0.486  0.178  -0.239
H  2.036  6.355  -0.855
H  -9.183  -0.904  4.645
H  -7.718  -3.515  2.750
H  3.099  8.032  -2.152
H  -1.376  2.955  1.311
H  8.331  2.286  3.313
H  0.128  -3.707  6.757
H  -6.716  -2.070  3.982
H  10.082  -0.608  2.290
H  0.555  2.240  -1.893
H  -1.772  -0.046  0.643
H  1.937  -7.528  -3.278
H  -9.776  -3.392  9.162
H  2.352  -2.214  -4.665
H  -7.170  -5.632  4.882
H  -8.785  -4.404  5.783
H  1.346  4.799  -3.396
H  0.966  3.144  0.911
H  -1.366  -4.505  6.360
H  -0.766  -1.631  6.937
H  4.050  2.688  4.024
H  2.515  -4.679  -7.242
H  2.062  0.994  4.853
H  3.602  -5.558  -4.021
H  -0.169  5.974  -7.517
H  -9.525  -1.724  7.174
H  0.773  -8.134  -4.483
H  -10.933  -3.682  7.702
H  -3.296  0.800  2.334
H  -2.243  -0.828  5.060
H  1.095  -6.038  -5.708
H  -2.301  1.187  -2.023
H  2.286  8.191  -4.393
H  -1.620  -0.483  -1.726
H  -0.099  -2.364  2.233
H  2.549  -8.141  -4.730
H  -0.863  6.503  -4.702
H  3.562  -6.176  -5.762
H  -0.772  1.661  2.272
H  -2.308  -2.374  7.229
H  0.669  7.977  -1.970
H  1.733  5.136  -5.680
H  -8.968  -4.443  3.301
H  -0.859  7.521  -2.804
H  1.105  -5.559  -4.034
H  3.681  1.721  2.699
H  0.061  -0.687  0.261
H  1.482  -3.613  -4.032
H  0.725  -3.541  4.538
H  9.573  -0.508  -0.530
H  -10.302  -2.042  3.974
H  9.654  1.931  2.287
H  0.323  7.391  -5.638
H  7.081  -0.778  1.934
H  -2.532  -2.490  4.671
H  0.942  2.183  5.574
H  10.346  0.705  0.384
H  5.041  -3.588  -4.720
H  -0.271  0.719  4.095
H  0.682  4.491  -7.551
H  -0.771  -4.252  3.923
H  1.242  -3.823  -6.481
H  2.848  -2.557  -8.211
H  5.709  0.918  1.158
H  8.474  3.168  1.803
H  0.998  1.002  1.703
H  -5.122  -3.480  4.627
H  2.750  6.581  -4.756
H  1.483  0.744  6.462
H  6.226  2.621  0.993
H  4.628  -1.511  -5.989
H  -1.761  -2.451  2.465
H  -0.745  0.300  5.796
H  6.388  2.751  3.556
H  0.939  -1.532  5.616
H  0.130  8.769  -3.589
H  3.077  -3.160  -3.437
H  7.497  0.626  -0.424
H  -0.644  0.597  -2.749
H  4.151  3.384  2.327
H  2.301  -1.804  -6.787
H  9.104  -1.668  1.404
H  -0.538  3.156  -0.884
H  0.332  4.364  -4.941
H  0.217  5.420  -2.237
H  -2.658  1.278  0.061
H  -0.960  4.580  -6.992
H  -6.359  -5.123  3.401
H  -8.979  -1.487  3.015
H  -6.844  -1.659  5.671
H  -8.052  -2.573  7.398
H  -3.716  2.241  1.618
H  -1.132  -0.897  2.708
H  2.070  2.814  -0.377
H  -9.577  -4.689  8.004
H  1.190  -0.008  -1.104
H  8.469  1.983  -0.385
H  -5.953  -4.032  6.110
H  7.908  -0.040  3.334
H  4.962  -4.409  -6.211
H  2.948  5.123  -1.764
H  5.822  1.047  3.533
H  5.156  -2.539  -7.337
H  1.169  -1.228  3.839
H  -2.948  2.396  3.199
H  4.150  6.790  -2.808
H  2.361  0.631  0.650
H  -10.249  -3.450  5.503

2S+1: 1
Total charge: +1
Frontier orbital gap in eV: 9.015
LUMO in eV: -1.7

Here are the Löwdin charges for atoms 1 to 6, given in e: number 1, S, carries 0.66; number 2, S, carries 0.57; number 3, S, carries 0.63; number 4, S, carries 0.64; number 5, S, carries 0.55; number 6, S, carries 0.62

---

Entry 4:
The following is a DFT calculation (ωB97M-V/def2-TZVPD) of an isolated molecule of C11H17BrN2O2.

CARTESIAN COORDINATES (ANGSTROEM)
Br  6.228  0.311  0.356
O  0.877  -1.542  -2.597
O  0.011  -1.071  1.798
N  -1.339  -1.077  -0.023
N  1.539  -1.578  -0.436
C  2.769  -2.300  -0.678
C  -0.347  3.430  -0.218
C  -2.234  1.874  0.303
C  -0.495  -0.384  -0.990
C  0.710  -1.237  -1.434
C  4.826  -0.745  -0.064
C  0.009  0.978  -0.487
C  3.925  -1.483  -0.355
C  -1.020  2.111  -0.593
C  -2.205  -1.964  2.024
C  -1.059  -1.327  1.271
H  -2.874  2.754  0.304
H  -1.102  -0.233  -1.888
H  -2.824  1.031  -0.045
H  -1.917  1.680  1.325
H  0.880  1.248  -1.089
H  -2.237  -1.382  -0.363
H  -3.062  -1.293  2.036
H  -2.497  -2.898  1.549
H  0.335  0.881  0.548
H  -1.046  4.257  -0.319
H  0.507  3.624  -0.861
H  -0.001  3.397  0.813
H  -1.895  -2.163  3.045
H  2.795  -3.216  -0.075
H  2.788  -2.561  -1.742
H  -1.359  2.178  -1.634
H  1.313  -1.301  0.517

2S+1: 1
Frontier orbital gap in eV: 9.853
SMILES string: CC(=O)N[C@@H](CC(C)C)C(=O)NCC#CBr
LUMO in eV: 0.6

Here are the Löwdin charges for atoms 1 to 6, given in e: number 1, Br, carries 0.75; number 2, O, carries 0.07; number 3, O, carries 0.03; number 4, N, carries 0.11; number 5, N, carries 0.09; number 6, C, carries -0.17